Entry 1:
Entry from OMol25: a cluster of 11 separate species, C52H55Cl4F7O6 in total (ωB97M-V/def2-TZVPD).

As for the LUMO energy: 0.373 eV. As for the SMILES: CCOC(=O)OC.CCOC(=O)OC.Fc1ccccc1.Fc1ccccc1.Fc1ccccc1.Fc1ccccc1.Fc1ccccc1.Fc1ccccc1.Fc1ccccc1.ClCCl.ClCCl. The highest occupied orbital energy is -0.339 Ha. For the HOMO-LUMO gap, the calculation gives 0.353 hartree.

Geometry as ORCA input:
```
! RIJCOSX wB97M-V def2-TZVPD def2/J DEFGRID3
* xyz 0 1
C -2.87 -4.14 1.31
C -1.47 -3.56 1.10
O -1.12 -2.71 2.22
C -0.10 -3.10 2.98
O 0.62 -4.04 2.77
O -0.07 -2.33 4.08
C 0.79 -2.78 5.11
H -3.03 -5.07 0.78
H -3.68 -3.42 1.23
H -2.90 -4.44 2.37
H -1.44 -2.91 0.23
H -0.79 -4.40 0.99
H 1.72 -3.23 4.76
H 0.28 -3.51 5.75
H 1.07 -1.93 5.73
C -1.52 0.24 -7.73
C -2.27 0.27 -6.41
O -1.41 0.86 -5.41
C -1.96 1.79 -4.63
O -3.12 2.07 -4.54
O -0.97 2.36 -3.94
C -1.36 3.28 -2.97
H -2.14 -0.20 -8.51
H -0.62 -0.37 -7.64
H -1.23 1.23 -8.07
H -2.46 -0.75 -6.09
H -3.21 0.82 -6.46
H -2.24 2.97 -2.41
H -1.65 4.23 -3.43
H -0.55 3.57 -2.30
F -3.37 7.06 -1.60
C -2.33 6.41 -1.05
C -1.06 6.68 -1.50
C 0.02 6.05 -0.89
C -0.20 5.05 0.06
C -1.50 4.80 0.49
C -2.57 5.50 -0.04
H -0.92 7.36 -2.33
H 1.05 6.30 -1.09
H 0.64 4.50 0.46
H -1.65 4.07 1.27
H -3.58 5.26 0.27
F -0.52 3.57 4.42
C 0.77 3.90 4.55
C 1.31 4.07 5.81
C 2.65 4.36 5.94
C 3.45 4.51 4.81
C 2.87 4.40 3.56
C 1.56 4.01 3.43
H 0.72 3.88 6.70
H 3.07 4.47 6.93
H 4.52 4.69 4.90
H 3.50 4.50 2.68
H 1.18 3.80 2.44
F -4.81 2.75 -0.52
C -4.51 1.71 0.28
C -5.51 0.85 0.66
C -5.18 -0.25 1.44
C -3.86 -0.46 1.83
C -2.87 0.40 1.42
C -3.19 1.53 0.67
H -6.53 1.09 0.41
H -5.94 -0.94 1.77
H -3.62 -1.39 2.32
H -1.83 0.22 1.67
H -2.41 2.19 0.34
F 2.86 0.08 4.51
C 3.44 -0.57 5.53
C 4.19 -1.69 5.28
C 4.71 -2.40 6.34
C 4.45 -2.00 7.64
C 3.74 -0.83 7.87
C 3.14 -0.16 6.81
H 4.46 -1.90 4.25
H 5.28 -3.30 6.12
H 4.86 -2.58 8.45
H 3.62 -0.46 8.87
H 2.54 0.72 6.97
F -3.67 -5.17 -2.39
C -3.24 -3.89 -2.41
C -2.15 -3.56 -3.17
C -1.73 -2.23 -3.18
C -2.42 -1.28 -2.45
C -3.52 -1.64 -1.68
C -3.95 -2.95 -1.69
H -1.68 -4.26 -3.85
H -0.86 -1.93 -3.74
H -2.09 -0.25 -2.44
H -4.07 -0.86 -1.16
H -4.79 -3.33 -1.12
F 1.20 -0.31 -2.65
C 1.09 -0.14 -1.32
C 0.54 1.04 -0.86
C 0.52 1.25 0.51
C 1.00 0.30 1.38
C 1.49 -0.91 0.88
C 1.54 -1.14 -0.49
H 0.17 1.80 -1.53
H 0.12 2.18 0.91
H 0.96 0.43 2.45
H 1.86 -1.64 1.59
H 1.99 -2.01 -0.94
F 1.56 -2.43 -7.96
C 1.77 -3.05 -6.79
C 1.69 -2.32 -5.62
C 2.01 -2.95 -4.42
C 2.31 -4.31 -4.41
C 2.34 -5.03 -5.60
C 2.15 -4.37 -6.80
H 1.33 -1.30 -5.65
H 2.02 -2.37 -3.51
H 2.47 -4.82 -3.47
H 2.57 -6.08 -5.51
H 2.23 -4.90 -7.74
Cl 1.37 -5.01 -0.77
C 2.51 -5.15 0.58
Cl 3.67 -6.47 0.31
H 3.08 -4.23 0.59
H 1.97 -5.38 1.49
Cl 4.58 4.18 -2.68
C 3.47 3.49 -1.52
Cl 3.43 4.42 0.00
H 2.45 3.51 -1.89
H 3.74 2.47 -1.30
*
```


Entry 2:
Entry from OMol25: a structure of composition C52H55N6O3PReS3 (ωB97M-V/def2-TZVPD).

As for the LUMO energy (alpha / beta): -6.396 / -6.311 eV. The highest occupied orbital energy (alpha / beta) is -0.448 / -0.449 Ha. For the HOMO-LUMO gap (alpha / beta), the calculation gives 0.213 / 0.217 hartree. Its expectation value of S² is 0.928.

Geometry as ORCA input:
```
! RIJCOSX wB97M-V def2-TZVPD def2/J DEFGRID3
* xyz 2 2
Re -0.37 -0.77 0.34
N 5.05 4.06 4.99
C 4.39 3.01 4.45
C 3.03 2.81 4.72
C 2.35 1.76 4.14
C 3.02 0.88 3.29
C 4.38 1.04 3.05
C 5.06 2.09 3.61
S 2.04 -0.40 2.59
O 2.80 -1.63 2.47
O 0.82 -0.44 3.35
N 1.48 -0.03 1.04
C 2.39 0.23 0.03
N 1.90 0.26 -1.22
C 2.76 0.50 -2.20
C 4.10 0.74 -1.97
C 4.51 0.68 -0.65
N 3.67 0.42 0.34
H 4.57 4.69 5.61
H 6.02 4.22 4.81
H 2.51 3.48 5.39
H 1.31 1.58 4.37
H 4.90 0.32 2.43
H 6.12 2.21 3.44
H 2.34 0.51 -3.20
H 4.79 0.96 -2.78
H 5.54 0.85 -0.37
C -3.42 1.05 1.16
P -1.69 0.83 1.71
C -1.93 0.44 3.46
C -2.41 -0.81 3.82
C -2.67 -1.10 5.15
C -2.46 -0.14 6.13
C -1.99 1.11 5.77
C -1.72 1.41 4.45
C -1.08 2.56 1.72
C -1.98 3.62 1.71
C -1.53 4.92 1.86
C -0.18 5.20 2.01
C 0.73 4.15 2.00
C 0.28 2.85 1.86
H -3.92 1.66 1.91
H -3.94 0.10 1.09
H -3.44 1.56 0.20
H -2.57 -1.57 3.06
H -3.05 -2.08 5.42
H -2.67 -0.37 7.16
H -1.83 1.87 6.53
H -1.37 2.40 4.18
H -3.04 3.46 1.60
H -2.25 5.73 1.85
H 0.16 6.22 2.13
H 1.79 4.34 2.12
H 0.98 2.05 1.85
S -0.44 -2.67 1.88
C 0.47 -4.01 1.21
N 1.80 -4.04 1.45
C 2.60 -5.04 1.08
C 2.09 -6.12 0.40
C 0.72 -6.14 0.13
C -0.09 -5.10 0.55
H 2.20 -3.20 1.93
H 3.64 -4.95 1.35
H 2.73 -6.93 0.09
H 0.29 -6.97 -0.41
H -1.15 -5.12 0.38
O -0.98 1.02 -0.96
S -0.20 2.01 -1.84
C -0.61 1.49 -3.52
C -0.92 2.41 -4.52
C -1.26 1.95 -5.78
C -1.30 0.58 -6.03
C -0.94 -0.32 -5.04
C -0.58 0.13 -3.78
C -1.23 3.47 -1.80
C -2.61 3.37 -1.97
C -3.38 4.52 -1.96
C -2.77 5.76 -1.79
C -1.40 5.85 -1.63
C -0.62 4.70 -1.62
H -0.91 3.47 -4.32
H -1.51 2.65 -6.56
H -1.60 0.22 -7.01
H -0.94 -1.38 -5.26
H -0.29 -0.56 -3.00
H -3.06 2.40 -2.14
H -4.45 4.45 -2.11
H -3.38 6.65 -1.79
H -0.93 6.82 -1.51
H 0.45 4.76 -1.48
C 0.13 -4.60 -5.07
C 0.44 -3.87 -3.80
C 1.74 -3.84 -3.31
C 2.03 -3.14 -2.14
C 3.45 -3.03 -1.64
C 0.99 -2.56 -1.44
C -0.36 -2.60 -1.86
C -0.58 -3.22 -3.11
N -1.31 -2.02 -1.03
C -2.78 -2.23 -1.13
C -3.42 -0.98 -1.75
C -3.25 -3.47 -1.91
C -3.32 -2.40 0.30
H 1.04 -4.85 -5.61
H -0.52 -4.01 -5.73
H -0.39 -5.53 -4.85
H 2.53 -4.35 -3.84
H 3.89 -4.01 -1.49
H 3.50 -2.47 -0.71
H 4.06 -2.51 -2.38
H 1.26 -2.08 -0.50
H -1.55 -3.19 -3.57
H -3.16 -0.88 -2.80
H -3.06 -0.09 -1.23
H -4.51 -1.03 -1.67
H -3.39 -3.25 -2.97
H -4.22 -3.78 -1.53
H -2.56 -4.30 -1.80
H -3.00 -1.58 0.93
H -2.96 -3.33 0.74
H -4.41 -2.43 0.28
*
```


Entry 3:
Entry from OMol25: a structure of composition C52H57GeMoNPSi2 (ωB97M-V/def2-TZVPD).

As for the LUMO energy (alpha / beta): 2.513 / 2.013 eV. The highest occupied orbital energy (alpha / beta) is -0.136 / -0.139 Ha. For the HOMO-LUMO gap (alpha / beta), the calculation gives 0.229 / 0.213 hartree. Its expectation value of S² is 2.148.

Geometry as ORCA input:
```
! RIJCOSX wB97M-V def2-TZVPD def2/J DEFGRID3
* xyz -1 3
Mo -0.23 1.08 0.05
C -3.94 -1.99 2.38
C -4.84 -0.95 1.80
C -6.20 -1.22 1.70
C -7.09 -0.30 1.18
C -6.63 0.93 0.74
C -5.28 1.21 0.83
C -4.37 0.29 1.37
P -2.58 0.81 1.24
C -1.62 -0.65 0.74
C -2.03 -1.02 -0.61
C -1.64 -2.14 -1.23
C -0.83 -3.19 -0.55
C -0.63 -2.86 0.90
C -0.97 -1.70 1.50
C -0.57 -1.50 2.93
C -2.18 1.16 2.98
C -3.13 1.12 3.99
C -2.77 1.46 5.29
C -1.45 1.77 5.57
C -0.51 1.80 4.56
C -0.86 1.56 3.23
C 0.12 1.82 2.13
H -4.51 -2.83 2.77
H -3.35 -1.57 3.19
H -3.25 -2.36 1.63
H -6.57 -2.18 2.05
H -8.14 -0.54 1.12
H -7.31 1.65 0.33
H -4.90 2.17 0.49
H -2.73 -0.36 -1.11
H -1.97 -2.36 -2.23
H 0.96 -4.32 -0.79
H -0.13 -3.62 1.48
H -0.21 -2.43 3.37
H -1.39 -1.13 3.55
H 0.24 -0.77 2.97
H -4.15 0.84 3.77
H -3.51 1.46 6.07
H -1.15 1.99 6.59
H 0.52 2.05 4.80
H 1.12 1.69 2.54
H 0.03 2.90 1.93
C -0.21 5.44 0.38
Si 1.30 4.50 -0.35
C 2.20 5.85 -1.38
C 2.57 4.12 1.04
C 0.65 2.90 -1.12
C -0.62 3.09 -1.81
C -0.99 4.17 -2.64
C -2.24 4.18 -3.22
C -3.13 3.14 -2.94
C -2.70 2.12 -2.12
N -1.48 2.08 -1.59
Si 1.83 2.01 -2.33
C 3.41 1.50 -1.38
C 0.80 0.74 -3.34
C 2.50 3.18 -3.71
H 0.06 6.11 1.18
H -0.96 4.74 0.77
H -0.71 6.03 -0.39
H 2.31 6.77 -0.80
H 1.68 6.12 -2.30
H 3.20 5.53 -1.66
H 2.44 4.79 1.88
H 3.58 4.25 0.67
H 2.47 3.10 1.39
H -0.29 4.96 -2.83
H -2.54 4.98 -3.89
H -4.12 3.12 -3.36
H -3.39 1.33 -1.85
H 3.15 1.12 -0.40
H 4.07 2.35 -1.25
H 3.97 0.72 -1.89
H 0.27 0.05 -2.69
H 1.40 0.16 -4.03
H 0.06 1.27 -3.94
H 3.23 3.88 -3.32
H 1.70 3.75 -4.17
H 2.99 2.61 -4.49
C 1.10 -0.21 -0.12
Ge 1.86 -1.95 -0.40
C 0.60 -3.36 -1.17
C -1.65 -4.44 -0.70
C -1.75 -5.23 -1.80
C -1.08 -5.13 -3.03
C -0.09 -4.22 -3.43
C 0.64 -3.38 -2.64
C 2.54 -2.57 1.38
C 2.94 -1.61 2.30
C 3.51 -1.97 3.50
C 3.71 -3.31 3.80
C 3.29 -4.28 2.91
C 2.71 -3.91 1.71
C 3.49 -2.32 -1.55
C 4.39 -3.31 -1.18
C 5.45 -3.66 -2.00
C 5.61 -3.05 -3.23
C 4.72 -2.06 -3.62
C 3.68 -1.70 -2.78
H -2.31 -4.64 0.14
H -2.46 -6.05 -1.73
H -1.41 -5.83 -3.79
H 0.13 -4.20 -4.49
H 1.31 -2.70 -3.13
H 2.77 -0.57 2.05
H 3.82 -1.21 4.21
H 4.19 -3.59 4.73
H 3.41 -5.33 3.15
H 2.37 -4.68 1.02
H 4.28 -3.81 -0.23
H 6.14 -4.44 -1.69
H 6.43 -3.33 -3.88
H 4.84 -1.58 -4.58
H 3.00 -0.92 -3.08
*
```


Entry 4:
Entry from OMol25: a structure of composition C52H58AsMoNP3 (ωB97M-V/def2-TZVPD).

As for the LUMO energy (alpha / beta): -10.562 / -9.903 eV. The highest occupied orbital energy (alpha / beta) is -0.583 / -0.583 Ha. For the HOMO-LUMO gap (alpha / beta), the calculation gives 0.195 / 0.219 hartree. Its expectation value of S² is 2.052.

Geometry as ORCA input:
```
! RIJCOSX wB97M-V def2-TZVPD def2/J DEFGRID3
* xyz 3 3
Mo 0.04 -0.06 0.23
C -0.78 2.72 -1.61
N -0.80 2.87 -0.14
P 0.88 2.66 0.33
C 1.46 4.39 0.15
C 2.79 4.74 0.40
C 3.19 6.06 0.26
C 2.29 7.03 -0.13
C 0.96 6.70 -0.35
C 0.55 5.38 -0.22
C 0.94 2.40 2.14
C 1.22 3.41 3.06
C 1.35 3.10 4.41
C 1.25 1.79 4.85
C 1.02 0.76 3.94
C 0.88 1.08 2.60
P -1.78 1.76 0.73
C -1.84 2.57 2.36
C -1.85 3.96 2.42
C -2.03 4.59 3.64
C -2.25 3.84 4.78
C -2.28 2.46 4.71
C -2.07 1.82 3.50
C -3.50 2.21 0.27
C -4.47 1.52 1.01
C -5.80 1.83 0.86
C -6.19 2.85 0.01
C -5.23 3.58 -0.67
C -3.88 3.27 -0.55
H -0.06 3.43 -2.02
H -1.75 2.96 -2.03
H -0.50 1.71 -1.94
H 3.52 4.01 0.72
H 4.22 6.32 0.46
H 2.62 8.05 -0.27
H 0.24 7.44 -0.63
H -0.49 5.14 -0.39
H 1.31 4.43 2.72
H 1.52 3.90 5.12
H 1.35 1.56 5.90
H 0.97 -0.26 4.29
H 0.69 0.22 1.87
H -1.72 4.55 1.52
H -2.00 5.67 3.69
H -2.41 4.34 5.73
H -2.48 1.88 5.60
H -2.08 0.74 3.45
H -4.16 0.76 1.72
H -6.54 1.29 1.43
H -7.23 3.10 -0.10
H -5.53 4.42 -1.28
H -3.16 3.89 -1.06
C -2.58 -1.84 2.30
C -3.73 -1.65 1.36
C -5.02 -1.85 1.86
C -6.13 -1.69 1.05
C -5.97 -1.31 -0.28
C -4.70 -1.13 -0.80
C -3.58 -1.30 0.02
P -1.90 -1.36 -0.69
C -2.06 -1.03 -2.48
C -2.70 0.19 -2.74
C -3.01 0.56 -4.04
C -2.67 -0.29 -5.08
C -2.04 -1.49 -4.82
C -1.70 -1.88 -3.53
C -1.05 -3.21 -3.34
C -1.58 -3.10 -0.37
C -2.53 -4.10 -0.52
C -2.21 -5.40 -0.16
C -0.95 -5.68 0.37
C -0.01 -4.68 0.54
C -0.32 -3.37 0.17
C 0.65 -2.24 0.22
H -2.80 -1.37 3.26
H -1.65 -1.42 1.90
H -2.43 -2.90 2.49
H -5.14 -2.15 2.89
H -7.12 -1.86 1.45
H -6.83 -1.17 -0.91
H -4.60 -0.88 -1.84
H -3.00 0.82 -1.91
H -3.53 1.48 -4.23
H -2.92 -0.01 -6.10
H -1.81 -2.16 -5.64
H -0.57 -3.54 -4.26
H -1.81 -3.95 -3.10
H -0.31 -3.20 -2.54
H -3.50 -3.86 -0.93
H -2.94 -6.18 -0.28
H -0.71 -6.70 0.64
H 0.96 -4.92 0.94
H 1.17 -2.27 -0.76
H 1.41 -2.49 0.97
C 2.25 0.43 -2.89
C 3.15 -0.45 -2.03
As 2.74 -0.16 -0.13
C 3.81 1.46 0.22
C 5.31 1.23 0.38
C 3.79 -1.54 0.80
C 3.58 -1.48 2.31
H 2.47 0.30 -3.94
H 2.39 1.49 -2.64
H 1.19 0.17 -2.72
H 4.20 -0.19 -2.20
H 3.02 -1.50 -2.29
H 3.42 1.94 1.14
H 3.63 2.14 -0.63
H 5.53 0.73 1.32
H 5.83 2.19 0.40
H 5.72 0.66 -0.45
H 4.84 -1.35 0.56
H 3.55 -2.53 0.40
H 3.84 -0.50 2.71
H 4.21 -2.22 2.81
H 2.55 -1.70 2.58
*
```


Total energy values, unit Eh, following the record order: -5005.7594; -4182.5144; -5135.8576; -5398.0893.
ΔE to the lowest compared entry with this formula, charge and spin values, unit eV, following the record order: 0.0000; 0.0000; 3.5523; 2.9329.